# 1
ORCA calculation (ωB97M-V with the def2-TZVPD basis set) on an isolated molecule of C4H6N2O.

XYZ file:
```
13
Properties=species:S:1:pos:R:3:lowdin_charge:R:1
N 1.79918 -0.61927 -0.34826 0.07
C 0.40595 -0.39196 -0.13313 -0.29
C -0.00454 0.80586 0.29489 -0.34
O 0.68676 1.92088 0.61180 0.08
N -1.43618 0.78877 0.37270 0.05
C -1.96120 -0.73798 0.08548 -0.05
C -0.76554 -1.26602 -0.28937 -0.17
H 1.96898 -0.93704 -1.29860 0.08
H 2.14032 -1.35172 0.26842 0.09
H 1.61634 1.67466 0.44881 0.11
H -1.86212 1.27432 1.16062 0.16
H -1.88838 1.11322 -0.48631 0.15
H -0.69958 -2.27371 -0.68706 0.07
```

Values from the calculation:
Kohn-Sham gap ... 8.45 eV
M ... 98.105 g/mol
LUMO energy ... 0.02170 Eh
Energy ... -340.6388 a.u.

***

# 2
ORCA calculation (ωB97M-V with the def2-TZVPD basis set) on a structure of composition C4H6N2O.

XYZ file:
```
13
Properties=species:S:1:pos:R:3:lowdin_charge:R:1
C 1.69745 -0.22730 0.46695 0.05
C 0.86484 0.78176 -1.08664 -0.18
N 0.06140 0.02450 -1.82722 -0.03
C -1.08411 -0.27692 -1.14382 -0.11
C -1.04875 0.19897 0.13765 -0.38
O -1.87227 0.13402 1.21674 0.07
N 0.16945 0.81464 0.25475 -0.01
H 1.75804 -1.09013 -0.18736 0.07
H 1.37336 -0.51892 1.47031 0.07
H 2.60223 0.37004 0.48289 0.06
H -1.89759 -0.82241 -1.61158 0.11
H -2.66008 -0.36629 0.97026 0.11
H 0.33479 1.55048 0.93310 0.16
```

Values from the calculation:
Kohn-Sham gap ... 8.76 eV
M ... 98.105 g/mol
LUMO energy ... 0.01765 Eh
Energy ... -340.5896 a.u.

***

# 3
ORCA calculation (ωB97M-V with the def2-TZVPD basis set) on a structure of composition C4H6N2O.

XYZ file:
```
13
Properties=species:S:1:pos:R:3:lowdin_charge:R:1
N -2.30862 -0.24664 0.09374 0.07
C -0.91667 -0.00940 0.18299 -0.45
C -0.25575 1.19132 -0.09425 -0.03
C 1.09090 0.89382 -0.29196 -0.03
C 1.23018 -0.48501 -0.11405 -0.43
O 2.36657 -1.22425 -0.08696 0.07
N 0.06308 -1.10699 0.11942 0.11
H -2.55502 -0.50404 -0.85782 0.08
H -2.59641 -1.01189 0.69489 0.08
H -0.73711 2.15890 -0.14807 0.11
H 1.89021 1.60129 -0.48291 0.11
H 3.11787 -0.62890 -0.19959 0.11
H -0.38922 -0.62823 1.18458 0.21
```

Values from the calculation:
Kohn-Sham gap ... 9.10 eV
M ... 98.105 g/mol
LUMO energy ... 0.02702 Eh
Energy ... -340.6875 a.u.

***

# 4
ORCA calculation (ωB97M-V with the def2-TZVPD basis set) on an isolated molecule of C4H6N2O at a distorted geometry.

XYZ file:
```
13
Properties=species:S:1:pos:R:3:lowdin_charge:R:1
H -2.03005 1.82205 -0.60670 0.06
N -1.34282 1.07796 -0.52268 0.13
C -1.80115 0.11245 0.15218 -0.31
O -1.09505 -1.00274 0.40449 -0.07
C 0.20331 -1.05071 -0.18046 -0.18
C 1.19045 -0.11205 0.54788 -0.15
C 1.92914 0.75268 -0.37450 -0.24
N 2.52490 1.41210 -1.11380 0.14
H -2.78101 0.03218 0.62804 0.13
H 0.13447 -0.78859 -1.23890 0.12
H 0.51265 -2.09224 -0.07914 0.13
H 0.63994 0.52112 1.24868 0.12
H 1.91524 -0.68420 1.13490 0.12
```

Values from the calculation:
Kohn-Sham gap ... 11.45 eV
M ... 98.105 g/mol
LUMO energy ... 0.02716 Eh
Structure (SMILES) ... [H]/N=C/OCCC#N
Energy ... -340.7430 a.u.

***

# 5
ORCA calculation (ωB97M-V with the def2-TZVPD basis set) on an isolated molecule of C4H6N2O.

XYZ file:
```
13
Properties=species:S:1:pos:R:3:lowdin_charge:R:1
O -1.37776 -1.08775 1.93587 0.08
C -0.68715 -0.75034 1.00623 -0.52
N -1.01191 -0.82285 -0.32281 0.08
C 0.00025 -0.33473 -1.22455 -0.14
C 1.01386 0.24274 -0.24814 -0.23
C 0.52205 1.21313 0.74860 -0.08
N 0.66664 -0.20276 1.11029 0.06
H -1.88405 -1.21779 -0.63372 0.15
H -0.39815 0.41932 -1.91217 0.12
H 0.44218 -1.14851 -1.81147 0.12
H 2.05997 0.23591 -0.54464 0.14
H 1.16482 1.92150 1.25838 0.11
H -0.51074 1.53214 0.63814 0.12
```

Values from the calculation:
Kohn-Sham gap ... 10.78 eV
M ... 98.105 g/mol
LUMO energy ... 0.03170 Eh
Structure (SMILES) ... O=C1NC[C@H]2CN12
Energy ... -340.7505 a.u.

***

# 6
ORCA calculation (ωB97M-V with the def2-TZVPD basis set) on a structure of composition C4H6N2O.

XYZ file:
```
13
Properties=species:S:1:pos:R:3:lowdin_charge:R:1
C -2.02973 -0.09554 0.09966 -0.03
C -0.54880 0.15388 0.06414 -0.40
C 0.42322 -0.32403 -0.83334 0.03
C 1.60848 -0.15693 -0.13960 -0.42
O 2.84085 -0.47145 -0.56269 0.08
N 1.42698 0.41503 1.06566 0.04
N 0.12836 0.56387 1.26565 0.01
H -2.49169 0.48735 0.90090 0.08
H -2.22097 -1.15469 0.29729 0.09
H -2.50016 0.16820 -0.85155 0.08
H 0.27905 -0.73172 -1.82298 0.12
H 3.44928 -0.23048 0.15264 0.12
H -0.36488 1.37651 0.36423 0.22
```

Values from the calculation:
Kohn-Sham gap ... 10.30 eV
M ... 98.105 g/mol
LUMO energy ... 0.02773 Eh
Energy ... -340.6831 a.u.

***

# 7
ORCA calculation (ωB97M-V with the def2-TZVPD basis set) on an isolated molecule of C4H6N2O at a distorted geometry.

XYZ file:
```
13
Properties=species:S:1:pos:R:3:lowdin_charge:R:1
C -2.11359 -0.88450 0.94186 0.04
C -0.99647 -0.38182 0.41533 -0.31
C -0.62130 1.00176 -0.25439 -0.13
O 0.42424 0.80967 -1.31890 -0.18
N 1.68395 0.79906 -0.52480 0.07
C 1.47068 -0.16019 0.34553 -0.18
N 0.31839 -1.08791 0.24657 0.04
H -3.17103 -0.72638 0.87504 0.05
H -1.77439 -1.93025 1.36270 0.09
H -0.13952 1.71798 0.53090 0.14
H -1.44650 1.41338 -0.90196 0.13
H 2.28620 -0.58957 0.85855 0.10
H 0.39902 -1.79215 1.08366 0.15
```

Values from the calculation:
Kohn-Sham gap ... 10.04 eV
M ... 98.105 g/mol
LUMO energy ... 0.02771 Eh
Structure (SMILES) ... C=C1CON=CN1
Energy ... -340.6098 a.u.

***

# 8
ORCA calculation (ωB97M-V with the def2-TZVPD basis set) on a cluster of 2 separate species, C4H6N2O in total.

XYZ file:
```
13
Properties=species:S:1:pos:R:3:lowdin_charge:R:1
C -1.36041 0.38370 -0.29905 -0.07
O -0.92639 -0.20973 -1.59259 -0.01
C 0.21216 -0.24909 -0.87323 -0.44
C 1.15400 0.79153 -0.60433 -0.10
N 1.53009 0.67522 0.64611 0.06
C 0.84071 -0.41786 1.13733 -0.25
N 0.50492 -1.25371 0.02927 0.07
H -1.57787 1.43910 -0.45449 0.10
H -0.49534 0.20534 0.96000 0.17
H -2.21839 -0.19556 0.05136 0.10
H 1.38729 1.64597 -1.22832 0.12
H 1.17290 -0.87016 2.06721 0.11
H -0.22366 -1.94476 0.16074 0.15
```

Values from the calculation:
Kohn-Sham gap ... 10.03 eV
M ... 98.105 g/mol
LUMO energy ... 0.03150 Eh
Energy ... -340.6059 a.u.

***

# 9
ORCA calculation (ωB97M-V with the def2-TZVPD basis set) on a cluster of 2 separate species, C4H6N2O in total at a distorted geometry.

XYZ file:
```
13
Properties=species:S:1:pos:R:3:lowdin_charge:R:1
O -0.26851 -0.36534 3.07809 0.03
C 0.57444 -0.24274 2.32591 -0.01
N -0.78252 1.45354 0.45971 -0.01
C 0.12184 0.98938 -0.57536 -0.24
C 0.02302 -0.48803 -0.66597 -0.36
C 0.54170 -1.79037 -1.01993 -0.11
N -0.61398 -1.41500 -0.11035 0.15
H -0.72861 2.45639 0.58603 0.08
H 1.15471 1.20143 -0.26888 0.12
H -0.01003 1.44183 -1.57371 0.12
H -1.74135 1.19858 0.25014 0.08
H 0.28362 -2.28419 -1.95547 0.08
H 1.44568 -2.15548 -0.53021 0.08
```

Values from the calculation:
Kohn-Sham gap ... 10.72 eV
M ... 98.105 g/mol
LUMO energy ... 0.03425 Eh
Energy ... -340.6853 a.u.

***

# 10
ORCA calculation (ωB97M-V with the def2-TZVPD basis set) on a cluster of 2 separate species, C4H6N2O in total.

XYZ file:
```
13
Properties=species:S:1:pos:R:3:lowdin_charge:R:1
C 0.92377 2.19961 -0.19286 -0.05
O 0.00247 1.40568 -0.95765 -0.09
C 0.00551 0.11243 -0.73373 -0.19
N 0.79950 -0.60441 -0.10557 -0.08
N 0.85945 -1.54055 0.72881 0.06
C -1.61203 -2.20879 0.46085 -0.02
C -1.99785 -1.22721 -0.13353 -0.04
H 0.73162 3.23797 -0.46452 0.09
H 0.75864 2.04747 0.87812 0.10
H 1.94778 1.91807 -0.45975 0.09
H 1.60923 -2.17512 0.43063 0.07
H -1.40795 -3.11224 0.99305 0.02
H -2.44112 -0.39913 -0.63628 0.03
```

Values from the calculation:
Kohn-Sham gap ... 9.24 eV
M ... 98.105 g/mol
LUMO energy ... 0.01956 Eh
Energy ... -340.5427 a.u.

***

# 11
ORCA calculation (ωB97M-V with the def2-TZVPD basis set) on an isolated molecule of C4H6N2O at a distorted geometry.

XYZ file:
```
13
Properties=species:S:1:pos:R:3:lowdin_charge:R:1
O 2.04168 0.85474 1.54405 0.12
C 1.13839 0.35841 0.95800 -0.36
N 0.13615 -0.71024 1.39754 0.11
N -0.54290 -1.32598 0.17941 0.00
C -0.36761 -0.38481 -0.80472 -0.45
C -0.76716 1.10029 -0.66349 -0.01
C 0.69733 0.46718 -0.50031 -0.16
H 0.50680 -1.19984 2.05327 0.02
H -1.48609 -1.75403 0.34223 0.14
H -0.61720 -1.09540 -1.61994 0.16
H -1.24614 1.51053 0.34492 0.15
H -0.76711 1.69058 -1.58481 0.08
H 1.27388 0.48855 -1.64616 0.22
```

Values from the calculation:
Kohn-Sham gap ... 9.27 eV
M ... 98.105 g/mol
LUMO energy ... 0.03342 Eh
Structure (SMILES) ... O=C1NN[C@H]2C[C@@H]12
Energy ... -340.5982 a.u.

***

# 12
ORCA calculation (ωB97M-V with the def2-TZVPD basis set) on an isolated molecule of C4H6N2O at a distorted geometry.

XYZ file:
```
13
Properties=species:S:1:pos:R:3:lowdin_charge:R:1
H -2.26338 1.68505 -0.73874 0.06
N -1.52931 0.99115 -0.62867 0.12
C -1.83397 0.14989 0.26386 -0.31
O -1.04692 -0.89253 0.58812 -0.07
C 0.17594 -0.98421 -0.14066 -0.19
C 1.24466 -0.07763 0.50171 -0.14
C 2.10877 0.57550 -0.48350 -0.23
N 2.78801 1.09933 -1.25879 0.14
H -2.73292 0.13478 0.88535 0.13
H 0.00292 -0.70601 -1.18214 0.11
H 0.46617 -2.03424 -0.08010 0.13
H 0.74727 0.70578 1.07981 0.12
H 1.87276 -0.64687 1.19376 0.12
```

Values from the calculation:
Kohn-Sham gap ... 11.44 eV
M ... 98.105 g/mol
LUMO energy ... 0.02677 Eh
Structure (SMILES) ... [H]/N=C/OCCC#N
Energy ... -340.7435 a.u.

***

# 13
ORCA calculation (ωB97M-V with the def2-TZVPD basis set) on an isolated molecule of C4H6N2O.

XYZ file:
```
13
Properties=species:S:1:pos:R:3:lowdin_charge:R:1
H -0.76320 -2.74890 -0.69955 0.05
N -0.77287 -1.75588 -0.46878 0.10
C 0.40205 -1.27511 -0.51805 -0.20
C 0.68094 0.15346 -0.22411 -0.38
C 1.95579 0.55816 -0.19150 0.07
N -0.38819 1.04662 -0.05546 0.10
C -1.32783 0.75021 0.74167 -0.28
O -2.39127 1.54622 0.88917 0.06
H 1.29195 -1.86739 -0.77378 0.11
H 2.21921 1.59146 0.00629 0.06
H 2.76266 -0.15055 -0.35096 0.06
H -1.39478 -0.12352 1.38693 0.13
H -2.27447 2.27523 0.25812 0.12
```

Values from the calculation:
Kohn-Sham gap ... 9.72 eV
M ... 98.105 g/mol
LUMO energy ... 0.02682 Eh
Structure (SMILES) ... [H]/N=C/C(=C)/N=C/O
Energy ... -340.7301 a.u.

***

# 14
ORCA calculation (ωB97M-V with the def2-TZVPD basis set) on an isolated molecule of C4H6N2O at a distorted geometry.

XYZ file:
```
13
Properties=species:S:1:pos:R:3:lowdin_charge:R:1
H 1.37084 -1.77957 -2.38943 0.06
N 1.20975 -0.82704 -2.06628 0.13
C 1.23804 -0.83451 -0.80821 -0.32
O 1.08506 0.27976 -0.05116 -0.09
C -0.11719 1.01538 -0.20667 -0.19
C -0.92125 0.81783 1.08458 -0.14
C -1.21136 -0.59250 1.37748 -0.22
N -1.34589 -1.69785 1.68676 0.15
H 1.38012 -1.71578 -0.18878 0.13
H -0.64929 0.68023 -1.10222 0.12
H 0.12602 2.07782 -0.32233 0.13
H -0.30894 1.19189 1.91304 0.13
H -1.85590 1.38434 1.07322 0.12
```

Values from the calculation:
Kohn-Sham gap ... 11.37 eV
M ... 98.105 g/mol
LUMO energy ... 0.02760 Eh
Structure (SMILES) ... [H]/N=C/OCCC#N
Energy ... -340.7341 a.u.

***

# 15
ORCA calculation (ωB97M-V with the def2-TZVPD basis set) on an isolated molecule of C4H6N2O at a distorted geometry.

XYZ file:
```
13
Properties=species:S:1:pos:R:3:lowdin_charge:R:1
N 1.10432 -1.90419 0.37067 0.12
C 0.44026 -0.73299 0.33377 -0.39
C 1.24863 0.54246 0.49252 0.03
O -0.59072 1.36280 -1.44355 -0.08
N 0.29949 1.45377 0.57464 0.00
C -0.93135 0.97584 -0.02328 -0.32
C -0.86389 -0.48294 0.13239 -0.03
H 0.63670 -2.79126 0.34485 0.10
H 2.07556 -1.84282 0.59932 0.08
H -0.40473 0.63931 -2.07389 0.10
H 0.49035 2.44413 0.45811 0.14
H -1.82980 1.49637 0.32901 0.14
H -1.67481 -1.16046 -0.09457 0.11
```

Values from the calculation:
Kohn-Sham gap ... 8.85 eV
M ... 98.105 g/mol
LUMO energy ... 0.01869 Eh
Energy ... -340.6639 a.u.

***

# 16
ORCA calculation (ωB97M-V with the def2-TZVPD basis set) on an isolated molecule of C4H6N2O at a distorted geometry.

XYZ file:
```
13
Properties=species:S:1:pos:R:3:lowdin_charge:R:1
O 1.14492 -1.92927 0.40820 0.03
C 0.66400 -0.76592 -0.02701 -0.36
C -0.18383 0.03137 1.00093 -0.26
N -0.02718 1.38074 0.89029 0.04
C -0.44586 1.73609 -0.23721 -0.18
N -1.06733 0.56200 -0.99197 -0.01
C -0.73045 -0.64595 -0.22204 -0.24
H 2.01375 -1.87572 0.82384 0.12
H 1.26868 -0.10406 -0.73710 0.17
H -0.30626 -0.27492 2.11790 0.18
H -0.29871 2.78393 -0.95356 0.18
H -0.51646 0.54634 -1.98585 0.16
H -1.51526 -1.44463 -0.08643 0.17
```

Values from the calculation:
Kohn-Sham gap ... 9.09 eV
M ... 98.105 g/mol
LUMO energy ... 0.02699 Eh
Structure (SMILES) ... O[C@@H]1[C@H]2N=CN[C@@H]12
Energy ... -340.6451 a.u.

***

# 17
ORCA calculation (ωB97M-V with the def2-TZVPD basis set) on an isolated molecule of C4H6N2O at a distorted geometry.

XYZ file:
```
13
Properties=species:S:1:pos:R:3:lowdin_charge:R:1
C 1.00126 -0.73501 1.61336 -0.20
N 0.86907 0.48082 0.92467 -0.09
C 0.02676 0.36366 -0.27023 -0.36
C -0.51358 -0.65013 -0.93118 -0.09
O -1.19283 -0.17145 -2.02160 0.02
C -1.05983 1.15185 -1.90359 -0.20
N -0.37967 1.49538 -0.87776 0.14
H 0.01335 -1.01298 2.15532 0.10
H 1.27555 -1.52854 0.78702 0.10
H 2.02517 -0.68552 2.32174 0.13
H 0.41839 1.32166 1.48245 0.17
H -0.71617 -1.74923 -0.77882 0.15
H -1.76747 1.71949 -2.50138 0.14
```

Values from the calculation:
Kohn-Sham gap ... 9.59 eV
M ... 98.105 g/mol
LUMO energy ... 0.03548 Eh
Structure (SMILES) ... CNc1cocn1
Energy ... -340.7060 a.u.

***

# 18
ORCA calculation (ωB97M-V with the def2-TZVPD basis set) on an isolated molecule of C4H6N2O at a distorted geometry.

XYZ file:
```
13
Properties=species:S:1:pos:R:3:lowdin_charge:R:1
N -1.89756 0.47081 -0.08707 0.06
C -0.47848 0.34209 -0.19370 -0.30
C 0.64021 1.21810 -0.06033 -0.05
C 1.74116 0.41860 0.10288 -0.13
N 1.33040 -0.90756 0.09453 0.09
C -0.01300 -0.93435 -0.08863 -0.37
O -0.76232 -2.05421 -0.12808 0.08
H -2.28242 1.31157 -0.50437 0.08
H -1.96742 0.57673 0.91600 0.09
H 0.64701 2.29973 -0.13039 0.10
H 2.78623 0.67052 0.19121 0.10
H 1.90679 -1.72134 0.21233 0.15
H -1.65061 -1.69070 -0.32439 0.11
```

Values from the calculation:
Kohn-Sham gap ... 8.47 eV
M ... 98.105 g/mol
LUMO energy ... 0.03567 Eh
Structure (SMILES) ... Nc1cc[nH]c1O
Energy ... -340.7533 a.u.

***

# 19
ORCA calculation (ωB97M-V with the def2-TZVPD basis set) on an isolated molecule of C4H6N2O at a distorted geometry.

XYZ file:
```
13
Properties=species:S:1:pos:R:3:lowdin_charge:R:1
N 1.23565 1.21794 -1.01774 0.16
C 0.30826 0.68685 -0.17429 -0.38
C 0.51658 0.12211 1.13496 -0.03
C -0.63905 -0.55040 1.43575 -0.06
C -1.53146 -0.53705 0.28722 -0.33
O -1.11033 -1.64177 -0.57861 -0.10
N -0.97443 0.59562 -0.46744 0.10
H 2.15625 0.81698 -0.89747 0.11
H 0.94596 1.22301 -1.98787 0.11
H 1.42704 0.22074 1.71215 0.10
H -0.83329 -1.11304 2.34616 0.11
H -0.15134 -1.79920 -0.40524 0.08
H -1.34983 0.75821 -1.38759 0.14
```

Values from the calculation:
Kohn-Sham gap (spin up / spin down) ... 7.26 / 7.27 eV
M ... 98.105 g/mol
LUMO energy (spin up / spin down) ... 0.00839 / 0.00839 Eh
Structure (SMILES) ... Nc1ccc(O)[nH]1
Energy ... -340.6485 a.u.

***

# 20
ORCA calculation (ωB97M-V with the def2-TZVPD basis set) on a cluster of 2 separate species, C4H6N2O in total at a distorted geometry.

XYZ file:
```
13
Properties=species:S:1:pos:R:3:lowdin_charge:R:1
C -0.39318 1.58953 0.52645 0.04
C -0.70874 0.35216 0.26566 -0.19
N -1.41943 -0.62323 -0.15939 0.07
C -2.69164 -0.62637 -0.46760 -0.36
N -3.80436 -0.67630 -0.77257 0.12
H 0.26567 1.83453 1.34187 0.07
H -0.72126 2.39340 -0.11137 0.07
C 1.90896 -0.53234 -0.23871 -0.09
O 0.82719 -0.79210 0.65808 -0.16
H 2.28103 0.46296 -0.00671 0.09
H 2.69321 -1.27665 -0.08602 0.09
H 1.56128 -0.55103 -1.27448 0.09
H 0.20126 -1.55456 0.32477 0.16
```

Values from the calculation:
Kohn-Sham gap ... 9.31 eV
M ... 98.105 g/mol
LUMO energy ... 0.01297 Eh
Structure (SMILES) ... C=C=NC#N.CO
Energy ... -340.6327 a.u.